A cluster of 3 separate species, C4H12O4 in total at a distorted geometry, computed with ωB97M-V with the def2-TZVPD basis set.

Each line ends with the Löwdin charge.
Element x y z (Å)
1 O 2.21 -0.28 -1.29  0.0406
2 O -2.82 0.55 -1.69  -0.0626
3 O -2.02 0.17 1.75  -0.0782
4 O -0.47 -0.89 -2.66  -0.0548
5 C 1.65 0.08 0.98  -0.1609
6 C 0.17 0.30 0.63  -0.1783
7 C -0.62 0.38 1.94  -0.2664
8 C 2.58 -0.33 -0.13  -0.2285
9 H 3.63 -0.50 0.17  0.1241
10 H 1.67 -0.62 1.82  0.1142
11 H -2.22 1.23 -2.02  0.0368
12 H 0.46 -0.73 -2.42  0.0139
13 H -2.26 0.24 0.82  0.0528
14 H -0.52 1.24 2.59  0.1177
15 H -2.34 -0.25 -1.89  -0.0009
16 H -0.61 -1.83 -2.77  0.0546
17 H -0.32 -0.53 0.13  0.1110
18 H 2.11 0.99 1.38  0.1305
19 H 0.05 1.23 0.08  0.1242
20 H -0.31 -0.47 2.57  0.1103

## Properties
Max |F|, eV/A: 1.68
ΔE to the lowest compared entry with this formula, charge and spin, kJ/mol: 105.3
Kohn-Sham gap, eV: 10.65



A cluster of 2 separate species, CH3PSi in total at a distorted geometry, computed with ωB97M-V with the def2-TZVPD basis set.

Each line ends with the Löwdin charge.
Element x y z (Å)
1 P -3.18 0.00 0.76  0.6434
2 Si 2.68 0.67 -0.52  0.5517
3 C -2.36 1.27 0.42  -0.5751
4 H -1.70 2.08 0.08  -0.0711
5 H 3.24 -0.45 0.17  -0.3002
6 H 1.17 0.34 -0.29  -0.2488

## Properties
Max |F|, eV/A: 1.99
ΔE to the lowest compared entry with this formula, charge and spin, kJ/mol: 246.6
Kohn-Sham gap, eV: 7.65



An isolated molecule of C6H13N at a distorted geometry, computed with ωB97M-V with the def2-TZVPD basis set.

Each line ends with the Löwdin charge.
Element x y z (Å)
1 N 2.08 -0.09 -0.31  0.0381
2 C -0.02 0.00 0.99  -0.1380
3 C -2.74 -1.48 -1.34  -0.0217
4 C 1.40 2.00 0.82  -0.0973
5 C -0.71 -1.26 0.20  -0.1655
6 C 0.92 0.81 0.05  -0.4479
7 C -1.55 -0.90 -1.06  -0.1867
8 H 1.85 1.73 1.79  0.0895
9 H -1.48 -1.56 0.99  0.1150
10 H -1.23 0.03 -1.57  0.0818
11 H 0.58 -0.45 1.68  0.0667
12 H 0.54 2.53 1.10  0.0498
13 H -0.06 -2.10 -0.03  0.0870
14 H -3.47 -0.99 -2.04  0.0646
15 H -2.88 -2.44 -0.85  0.0491
16 H 1.91 -0.61 -1.09  0.0144
17 H 2.20 2.70 0.38  0.1038
18 H -0.73 0.57 1.50  0.0863
19 H 0.37 1.06 -0.84  0.1027
20 H 3.01 0.44 -0.37  0.1083

## Properties
Max |F|, eV/A: 5.16
ΔE to the lowest compared entry with this formula, charge and spin, kJ/mol: 173.0
Kohn-Sham gap, eV: 10.29



A structure of composition C36H64BN6OSSr, computed with ωB97M-V with the def2-TZVPD basis set.

Each line ends with the Löwdin charge.
Element x y z (Å)
1 Sr -1.54 -0.65 -0.13  1.2493
2 S -1.53 4.05 0.91  0.9314
3 O -2.78 3.24 0.68  -0.5592
4 N 2.10 -1.66 -0.22  -0.0213
5 N -3.31 1.12 -1.08  -0.0801
6 N -1.64 -3.14 -1.14  -0.0344
7 N -2.88 -1.40 2.09  -0.0572
8 N -4.15 -1.72 -0.63  -0.2135
9 N 2.37 0.43 0.54  -0.0100
10 C 0.92 1.06 2.98  -0.3656
11 C -2.93 -3.82 -1.27  -0.2272
12 C 2.31 1.78 0.97  -0.1367
13 C -0.71 6.64 0.43  -0.1223
14 C -0.60 1.27 2.92  -0.0686
15 C 1.50 -3.68 1.72  -0.3483
16 C 1.40 1.03 4.43  -0.0498
17 C 1.39 -3.95 0.23  -0.1342
18 C -4.02 -2.82 -1.61  -0.1928
19 C 1.67 -2.93 -0.70  -0.1415
20 C 2.31 4.41 1.87  -0.0782
21 C 0.68 -1.25 -3.45  -0.0636
22 C 1.84 -4.92 2.54  -0.0646
23 C 2.52 2.42 -2.20  -0.0550
24 C 1.88 -2.16 -3.18  -0.3451
25 C -4.72 -2.20 0.65  -0.1778
26 C -1.93 5.73 0.40  -0.3873
27 C 2.97 2.77 0.23  -0.1294
28 C -4.65 0.71 -0.64  -0.2409
29 C 3.42 -1.51 0.21  -0.0937
30 C 3.61 2.43 -1.11  -0.3574
31 C -0.94 3.80 -1.82  -0.1115
32 C 1.63 2.11 2.16  -0.1304
33 C 1.63 3.43 2.58  -0.0472
34 C 2.98 4.07 0.70  -0.0414
35 C 1.16 -4.44 -2.50  -0.0447
36 C 0.98 -5.20 -0.23  -0.0462
37 C 3.58 -0.26 0.66  -0.0736
38 C 3.15 -1.32 -3.00  -0.0450
39 C 1.58 -3.17 -2.08  -0.1284
40 C -0.40 3.58 -0.42  -0.3869
41 C 0.20 -3.04 2.24  -0.0626
42 C -3.71 -2.56 1.73  -0.2354
43 C -5.00 -0.66 -1.20  -0.1957
44 C 0.87 -5.44 -1.59  -0.0754
45 C 4.75 3.36 -1.51  -0.0689
46 B 1.32 -0.43 -0.01  -0.4314
47 H 0.92 0.22 4.98  0.0785
48 H -3.08 2.01 -0.62  0.0106
49 H 4.00 -1.94 -2.68  0.0892
50 H -3.45 -0.68 2.51  0.0907
51 H 3.41 -0.86 -3.95  0.0861
52 H 1.02 -5.64 2.57  0.0753
53 H 4.46 0.21 1.06  0.1308
54 H -3.03 -3.35 1.40  0.0867
55 H 0.26 -2.85 3.31  0.0915
56 H 4.40 4.36 -1.74  0.0747
57 H 1.11 3.70 3.50  0.1147
58 H 2.06 -4.63 3.57  0.0841
59 H -0.21 2.52 -0.21  0.0589
60 H 1.13 0.09 2.53  0.1049
61 H -0.38 3.20 -2.53  0.0720
62 H -3.78 -2.37 -2.57  0.1215
63 H 0.48 -0.63 -2.56  0.0236
64 H -2.21 -1.68 2.81  0.0664
65 H -1.02 7.67 0.27  0.0825
66 H -5.37 -3.07 0.47  0.1338
67 H -0.19 6.58 1.39  0.0730
68 H -4.27 -2.96 2.58  0.1258
69 H 1.71 1.74 -1.93  0.0557
70 H 4.15 -2.30 0.14  0.1310
71 H -0.95 -3.76 -0.71  0.0513
72 H -4.64 0.67 0.45  0.1093
73 H -0.89 2.21 3.41  0.0841
74 H 0.78 -5.99 0.47  0.1087
75 H -3.15 -4.34 -0.34  0.1053
76 H -0.65 -3.70 2.05  0.0806
77 H 0.89 -0.58 -4.28  0.0865
78 H 5.23 2.98 -2.41  0.0827
79 H 3.02 -0.53 -2.26  0.0540
80 H 1.18 1.96 4.95  0.0767
81 H -2.68 6.05 1.13  0.0919
82 H -4.85 -0.64 -2.28  0.1200
83 H 2.03 -2.76 -4.08  0.1280
84 H 3.51 4.84 0.16  0.1084
85 H -1.13 0.46 3.42  0.0703
86 H 5.50 3.43 -0.73  0.0882
87 H 2.72 -5.42 2.15  0.0908
88 H -2.92 -4.58 -2.06  0.1263
89 H -0.85 4.84 -2.13  0.0780
90 H -5.42 1.43 -0.92  0.1271
91 H -1.24 -3.00 -2.07  0.0641
92 H -6.07 -0.87 -1.03  0.1328
93 H 2.29 -2.95 1.87  0.1269
94 H 0.54 4.09 -0.24  0.0686
95 H 4.01 1.42 -1.05  0.1143
96 H -3.33 1.30 -2.08  0.0864
97 H 0.05 -2.08 1.73  0.0174
98 H -0.94 1.35 1.88  0.0270
99 H -2.00 3.52 -1.89  0.0618
100 H 1.10 -4.64 -3.56  0.1175
101 H -5.36 -1.42 1.05  0.1228
102 H 2.94 2.10 -3.15  0.0836
103 H 0.00 6.38 -0.36  0.0692
104 H 2.33 5.43 2.24  0.1070
105 H -2.41 5.67 -0.57  0.0876
106 H -0.21 -1.83 -3.70  0.0704
107 H 2.48 0.87 4.47  0.0890
108 H 2.11 3.42 -2.33  0.0812
109 H 0.57 -6.42 -1.94  0.1088
110 H -4.98 -3.34 -1.73  0.1335

## Properties
Max |F|, eV/A: 0.24
ΔE to the lowest compared entry with this formula, charge and spin, kJ/mol: 0.0
Net charge: +1
Kohn-Sham gap, eV: 7.01



A cluster of 5 separate species, H8O3S2 in total at a distorted geometry, computed with ωB97M-V with the def2-TZVPD basis set.

Each line ends with the Löwdin charge.
Element x y z (Å)
1 S -1.23 -1.61 -0.50  0.6083
2 S 2.66 1.02 0.07  0.5738
3 O -2.84 1.06 0.10  -0.1388
4 O 1.37 -1.10 1.70  -0.0475
5 O -0.26 1.11 -1.47  -0.1774
6 H 0.94 -1.70 1.08  -0.0182
7 H -1.33 -2.92 -0.59  -0.2668
8 H -0.29 0.08 -1.69  -0.0141
9 H -2.88 0.13 -0.19  -0.0686
10 H -1.88 1.24 0.31  0.0367
11 H 3.56 1.71 0.79  -0.2371
12 H 1.65 -0.26 1.33  -0.1551
13 H 0.55 1.23 -0.94  -0.0952

## Properties
Max |F|, eV/A: 3.42
ΔE to the lowest compared entry with this formula, charge and spin, kJ/mol: 627.0
Kohn-Sham gap, eV: 3.31



A structure of composition C16H24F5MnN4S at a distorted geometry, computed with ωB97M-V with the def2-TZVPD basis set.

Each line ends with the Löwdin charge.
Element x y z (Å)
1 Mn 0.87 -0.19 0.38  0.6857
2 S 2.11 1.15 1.84  0.6520
3 F -0.86 5.34 1.54  0.1243
4 F 2.76 2.15 -0.95  0.0431
5 F 1.56 4.23 -2.31  0.0990
6 F 0.01 3.15 2.79  0.0949
7 F -0.27 5.80 -0.99  0.1566
8 N 0.37 0.15 -2.00  -0.0896
9 N 1.66 -2.04 -0.58  -0.1213
10 N 0.04 -1.37 2.12  -0.1283
11 N -1.31 0.61 0.58  -0.0934
12 C -2.10 -0.06 -0.49  -0.2125
13 C 0.58 3.44 1.62  -0.2643
14 C 0.55 -1.13 -2.66  -0.1872
15 C 0.54 -2.75 2.39  -0.1977
16 C 0.05 4.53 0.95  -0.1274
17 C 1.24 3.94 -1.02  -0.1200
18 C -0.78 0.94 -2.48  -0.1665
19 C 0.32 4.79 -0.39  -0.1499
20 C 1.88 -3.21 0.30  -0.1750
21 C 0.69 -2.30 -1.70  -0.1768
22 C -1.81 0.26 1.94  -0.1691
23 C 1.86 2.92 -0.28  -0.2378
24 C -2.14 0.50 -1.88  -0.1502
25 C 1.48 2.58 1.02  -0.5706
26 C 0.64 -3.52 1.14  -0.1924
27 C -1.42 -1.16 2.29  -0.1878
28 H 2.53 -1.76 -0.97  0.1104
29 H 1.42 -1.12 -3.33  0.1361
30 H -0.69 2.01 -2.22  0.1170
31 H 2.12 -4.06 -0.35  0.1220
32 H 0.52 -0.78 2.82  0.0757
33 H -1.79 -1.46 3.24  0.1163
34 H -3.14 -0.12 -0.18  0.1190
35 H -0.34 -1.36 -3.29  0.1427
36 H 2.78 -3.07 0.89  0.1321
37 H -0.18 -3.21 3.08  0.1318
38 H -0.28 -2.56 -1.22  0.1059
39 H 1.49 -2.70 2.88  0.1265
40 H -2.62 -0.30 -2.47  0.1223
41 H -1.70 -1.09 -0.53  0.0988
42 H -2.83 1.32 -1.93  0.1088
43 H -1.41 0.97 2.66  0.1199
44 H 1.16 0.70 -2.22  0.0810
45 H 1.00 -3.16 -2.30  0.1285
46 H -2.92 0.34 1.94  0.1317
47 H -0.31 -3.44 0.57  0.1168
48 H -1.96 -1.84 1.56  0.1335
49 H 0.70 -4.60 1.37  0.1336
50 H -0.79 0.93 -3.60  0.1338
51 H -1.27 1.62 0.48  0.1180

## Properties
Max |F|, eV/A: 2.30
<S²>: 8.76
ΔE to the lowest compared entry with this formula, charge and spin, kJ/mol: 54.0
Multiplicity: 6
Net charge: +1
Kohn-Sham gap (alpha / beta), eV: 8.64 / 8.94